C14H23ClI2N2O2PRe as an isolated structure. Source: the OMol25 dataset; level of theory: ωB97M-V/def2-TZVPD.

Summary:
Relative energy (zero: lowest compared OMol25 entry of this formula, charge and spin)   0.000 eV
Expectation value of S²   3.788
Kohn-Sham gap (spin up / spin down)   5.90 / 4.55 eV
HOMO energy (spin up / spin down)   -0.6538 / -0.6396 Eh

ORCA input file:
```
! wB97M-V def2-TZVPD RIJCOSX def2/J DEFGRID3
* xyz 3 4
I 2.701 -3.178 -4.154
I -0.896 -2.789 -2.835
Re 0.386 -0.602 -2.700
P 0.341 0.357 -4.704
C -1.262 0.724 -5.508
C 1.182 1.998 -4.914
H 2.242 -0.795 -5.615
H 1.260 -0.097 -6.949
H 0.726 -1.583 -6.072
C 1.223 -0.614 -5.982
H 2.163 1.964 -4.423
H 1.315 2.229 -5.982
H -1.127 0.995 -6.556
H -1.770 1.537 -4.989
H 0.586 2.790 -4.443
H -1.897 -0.160 -5.451
C -1.408 0.177 -2.414
O -2.516 0.537 -2.211
Cl 2.728 -0.094 -2.576
C -2.460 -2.186 4.786
C -1.018 -1.767 4.987
N -0.554 -0.713 4.066
C -0.679 0.655 4.608
C 0.397 0.929 5.654
C -0.401 -1.045 2.730
O -0.679 -2.178 2.324
C 0.201 -0.078 1.738
C 1.076 0.943 2.085
C 1.598 1.750 1.067
C 1.307 1.438 -0.273
N 0.628 0.310 -0.605
C -0.011 -0.368 0.373
H -3.119 -1.314 4.798
H -2.795 -2.895 5.558
H -2.532 -2.670 3.809
H -0.846 -1.377 5.990
H -0.385 -2.649 4.860
H -0.583 1.354 3.774
H -1.680 0.819 5.058
H 1.392 0.684 5.261
H 0.387 1.988 5.923
H 0.232 0.367 6.581
H 1.356 1.096 3.133
H 2.222 2.618 1.266
H 1.643 2.063 -1.116
H -0.674 -1.169 0.043
*
```

---

C3H7NO2P as an isolated structure. Source: the OMol25 dataset; level of theory: ωB97M-V/def2-TZVPD.

Summary:
Relative energy (zero: lowest compared OMol25 entry of this formula, charge and spin)   1.815 eV
Kohn-Sham gap   9.67 eV
HOMO energy   -0.5655 Eh

ORCA input file:
```
! wB97M-V def2-TZVPD RIJCOSX def2/J DEFGRID3
* xyz 1 1
C -1.321 1.215 0.053
C -1.347 -1.163 0.051
C 2.369 -0.005 -0.243
N -1.261 0.031 -0.823
O -0.019 1.190 0.750
O 0.019 -1.362 0.468
P 0.603 -0.043 -0.100
H -1.383 2.105 -0.407
H -2.043 1.158 0.762
H -2.145 -1.124 0.759
H -1.469 -1.973 -0.550
H 2.696 0.957 -0.863
H 2.632 -0.990 -0.586
H 2.668 0.005 0.729
*
```

---

C34H54HfN4P2Si2 as an isolated structure. Source: the OMol25 dataset; level of theory: ωB97M-V/def2-TZVPD.

Summary:
Kohn-Sham gap (spin up / spin down)   3.48 / 3.14 eV
HOMO energy (spin up / spin down)   -0.4336 / -0.4336 Eh

ORCA input file:
```
! wB97M-V def2-TZVPD RIJCOSX def2/J DEFGRID3
* xyz 2 1
Hf -0.327 -1.695 2.204
C -0.909 3.199 1.362
C -0.923 2.127 0.562
C 0.061 1.657 -0.474
C 1.369 0.920 -0.042
C 2.458 1.803 0.505
C 2.114 2.795 1.342
C 1.431 3.995 0.784
C 0.128 4.268 1.551
C 1.748 -2.117 2.677
H -1.848 3.450 1.864
H -1.833 1.481 0.630
H 0.306 2.440 -1.216
H -0.520 0.888 -1.030
H 1.083 0.153 0.727
H 1.747 0.370 -0.944
H 3.479 1.449 0.365
H 2.307 2.849 2.404
H 1.189 3.834 -0.273
H 2.120 4.862 0.794
H 0.375 4.325 2.623
H -0.240 5.272 1.279
H 2.086 -2.115 3.714
H 2.400 -1.403 2.154
H 2.047 -3.106 2.296
P 1.709 -1.189 -2.693
P -2.124 -0.360 -2.408
N 2.951 -0.022 -3.223
N 2.202 -2.326 -4.022
N -2.113 1.303 -3.147
N -3.610 -0.861 -3.402
C 0.398 -0.374 -3.680
C -0.942 -1.092 -3.600
C 4.125 0.168 -2.483
C 4.981 0.998 -3.200
C 4.319 1.338 -4.423
C 3.088 0.688 -4.418
C 2.745 -3.573 -3.725
C 3.070 -4.226 -4.909
C 2.716 -3.354 -5.989
C 2.197 -2.193 -5.413
C -2.537 2.424 -2.419
C -2.237 3.571 -3.132
C -1.527 3.165 -4.295
C -1.526 1.776 -4.325
C -4.314 -0.192 -4.414
C -5.108 -1.107 -5.105
C -4.856 -2.400 -4.537
C -3.926 -2.221 -3.523
H 0.665 -0.270 -4.735
H 0.367 0.645 -3.281
H -1.405 -1.107 -4.593
H -0.827 -2.142 -3.300
H 4.225 -0.301 -1.516
H 5.964 1.320 -2.888
H 4.692 1.974 -5.223
H 2.297 0.730 -5.156
H 2.825 -3.862 -2.690
H 3.503 -5.215 -4.980
H 2.815 -3.561 -7.049
H 1.821 -1.313 -5.909
H -3.013 2.293 -1.459
H -2.495 4.586 -2.861
H -1.062 3.816 -5.012
H -1.124 1.092 -5.062
H -4.221 0.876 -4.552
H -5.764 -0.888 -5.930
H -5.293 -3.343 -4.833
H -3.460 -2.930 -2.861
C 1.664 -0.228 5.753
Si -0.030 0.468 5.313
C -0.961 0.540 6.964
C 0.118 2.281 4.864
C -0.846 -0.488 3.886
Si -1.499 -2.068 4.766
C -3.151 -1.724 5.551
C -1.593 -3.452 3.439
C -0.528 -2.802 6.195
H 2.195 0.481 6.403
H 2.287 -0.395 4.871
H 1.623 -1.171 6.306
H -0.650 1.479 7.452
H -2.049 0.581 6.846
H -0.724 -0.280 7.652
H 1.047 2.516 4.330
H -0.724 2.597 4.235
H 0.085 2.882 5.785
H -1.676 0.165 3.543
H -3.884 -1.367 4.823
H -3.524 -2.654 5.999
H -3.123 -0.984 6.357
H -1.249 -3.507 2.335
H -1.148 -4.359 3.896
H -2.667 -3.601 3.437
H 0.419 -3.248 5.873
H -0.307 -2.103 7.007
H -1.148 -3.598 6.636
*
```

---

A 2-piece molecular cluster, C4H13NOS overall. Source: the OMol25 dataset; level of theory: ωB97M-V/def2-TZVPD.

Summary:
Relative energy (zero: lowest compared OMol25 entry of this formula, charge and spin)   0.986 eV
Kohn-Sham gap   9.35 eV
SMILES string   CCNCCS.O
HOMO energy   -0.3240 Eh

ORCA input file:
```
! wB97M-V def2-TZVPD RIJCOSX def2/J DEFGRID3
* xyz 0 1
C -0.282 -1.129 -1.280
N -1.151 -0.413 -0.355
C -1.295 -1.013 0.953
C -0.053 -1.075 1.838
S 0.970 0.412 2.035
C 0.573 -0.254 -2.199
H -0.829 -1.875 -1.860
H 0.430 -1.779 -0.747
H -0.838 0.537 -0.238
H -2.083 -0.443 1.465
H -1.720 -2.023 0.917
H 0.610 -1.833 1.425
H -0.271 -1.385 2.858
H 0.904 0.827 0.760
H 0.171 0.742 -2.273
H 0.741 -0.824 -3.103
H 1.576 -0.172 -1.768
H 1.253 4.002 -0.126
H 0.834 3.688 1.264
O 0.460 4.010 0.434
*
```

---

One molecule with the formula C18H22ClF2N3O4. Source: the OMol25 dataset; level of theory: ωB97M-V/def2-TZVPD.

Summary:
Relative energy (zero: lowest compared OMol25 entry of this formula, charge and spin)   0.370 eV
Kohn-Sham gap   9.10 eV
SMILES string   CN(CCCCNC(=O)c1cc2nc(Cl)ccc2o1)C(=O)[C@](C)(O)CC(F)F
HOMO energy   -0.3392 Eh

ORCA input file:
```
! wB97M-V def2-TZVPD RIJCOSX def2/J DEFGRID3
* xyz 0 1
C -1.100 0.897 -3.112
N -1.345 1.229 -1.715
C -1.138 0.121 -0.788
C -2.372 -0.771 -0.665
C -2.281 -1.924 0.347
C -1.387 -1.697 1.565
N 0.034 -1.779 1.262
C 0.648 -2.974 1.094
O 0.084 -4.045 1.198
C 2.091 -2.878 0.734
C 2.835 -1.871 0.221
C 4.151 -2.416 0.047
N 5.275 -1.864 -0.427
C 6.313 -2.660 -0.449
Cl 7.799 -1.989 -1.056
C 6.329 -4.001 -0.028
C 5.171 -4.570 0.460
C 4.070 -3.735 0.484
O 2.814 -4.021 0.905
C -1.706 2.501 -1.421
O -1.753 3.369 -2.284
C -1.958 2.965 0.035
C -0.616 3.520 0.527
O -2.386 1.895 0.877
C -3.058 4.034 -0.010
C -3.166 4.873 1.232
F -4.278 5.652 1.165
F -3.316 4.080 2.359
H -1.357 1.742 -3.739
H -0.045 0.651 -3.259
H -1.701 0.034 -3.401
H -0.289 -0.452 -1.172
H -0.853 0.516 0.181
H -3.191 -0.111 -0.376
H -2.627 -1.177 -1.646
H -3.287 -2.157 0.700
H -1.919 -2.832 -0.141
H -1.577 -0.721 2.015
H -1.609 -2.458 2.313
H 0.595 -0.946 1.276
H 2.507 -0.877 -0.035
H 7.248 -4.563 -0.093
H 5.127 -5.597 0.796
H -0.300 4.357 -0.096
H -0.682 3.850 1.565
H 0.143 2.739 0.474
H -2.732 2.297 1.683
H -2.876 4.703 -0.849
H -4.017 3.537 -0.172
H -2.312 5.523 1.420
*
```

---

One molecule with the formula C4H8O2. Source: the OMol25 dataset; level of theory: ωB97M-V/def2-TZVPD.

Summary:
Relative energy (zero: lowest compared OMol25 entry of this formula, charge and spin)   1.842 eV
Kohn-Sham gap   10.63 eV
SMILES string   C[C@@]1(O)C[C@H]1O
HOMO energy   -0.3589 Eh

ORCA input file:
```
! wB97M-V def2-TZVPD RIJCOSX def2/J DEFGRID3
* xyz 0 1
C -1.065 0.221 -1.065
C -0.097 0.455 0.072
O 0.104 1.816 0.362
C 0.012 -0.483 1.241
C 1.140 -0.382 0.257
O 1.374 -1.533 -0.496
H -2.101 0.392 -0.752
H -1.000 -0.801 -1.454
H -0.842 0.923 -1.877
H -0.397 2.020 1.161
H 0.131 -0.058 2.235
H -0.541 -1.417 1.191
H 2.027 0.180 0.553
H 1.255 -1.333 -1.429
*
```